No. 1
2 unconnected molecules or ions with the total composition C5H6FN, computed with ωB97M-V/def2-TZVPD.

Its SMILES is N=C=CF.C#CC. The value obtained for the orbital gap is 9.5055 eV. For the highest occupied orbital energy, the calculation gives -0.3345 Eh. The spin multiplicity is 1. The energy above the lowest of the compared OMol25 structures with the same formula, charge and spin is 548.3 kJ/mol. The calculation puts the lowest unoccupied orbital energy at 0.40 eV.

Geometry as XYZ:
```
13
Properties=species:S:1:pos:R:3:forces:R:3
C -3.15092 -0.35967 -0.62697 -0.8865 -1.2441 -0.9706
C 0.49259 -0.10514 0.37092 -1.7597 7.8039 1.5874
C 0.04089 1.05342 0.43851 1.2409 -2.1086 1.2561
C 0.42223 -1.14770 -0.47912 -0.6399 -6.1458 -3.1439
C -2.84956 0.21678 0.49224 -0.6052 2.8914 1.3994
N -3.77297 -0.97904 -1.47880 -1.3413 -0.0384 7.0601
F -3.69636 1.40540 0.65662 1.6739 -1.6375 0.0847
H -3.51342 -1.04530 -2.34064 1.9847 0.1041 -6.7700
H -0.47624 1.95646 0.72318 0.5512 -0.2063 -0.0943
H 0.35966 -0.81908 -1.55762 0.1940 -0.4880 1.1458
H 1.17953 -1.95152 -0.36193 -0.0922 0.5928 -0.2693
H -0.53119 -1.73558 -0.24174 0.8721 0.7128 -0.4808
H -1.98092 0.17112 1.18440 -1.1920 -0.2365 -0.8046
```
Positions in Å, forces in eV/Å.



No. 2
2 unconnected molecules or ions with the total composition C5H6FN3, computed with ωB97M-V/def2-TZVPD.

The value obtained for the orbital gap (alpha / beta) is 7.4704 / 9.8323 eV. For the highest occupied orbital energy (alpha / beta), the calculation gives -0.3253 / -0.3710 Eh. The spin multiplicity is 1. The energy above the lowest of the compared OMol25 structures with the same formula, charge and spin is 532.4 kJ/mol. The calculation puts the lowest unoccupied orbital energy (alpha / beta) at -1.38 / -0.26 eV.

Geometry as XYZ:
```
15
Properties=species:S:1:pos:R:3:forces:R:3
C 1.39445 0.94181 2.36761 -1.1631 -0.6740 2.1008
C 1.07254 0.52959 0.37793 -2.0977 0.3027 -0.2161
C -1.33944 -1.45512 -1.31326 -1.7931 2.7410 -4.3869
C -2.02355 -0.17565 -0.71427 2.8170 0.1404 0.2824
C -0.86147 -0.06214 -1.63784 -0.3458 -0.1849 0.7610
N 0.35613 0.81359 1.44939 1.9494 -0.4543 -0.3603
N 2.63977 0.80578 1.95102 -1.5799 -0.3359 -0.6561
N 2.36493 0.53960 0.63361 -0.0516 0.2310 -0.0445
F -0.75599 0.56307 -2.82734 -0.2516 -0.6710 1.0153
H 1.13105 0.85789 3.44568 0.4947 0.8588 -0.9098
H -0.65539 -1.88662 -0.72568 1.9207 -2.3053 2.2196
H -1.75334 -1.98601 -2.24751 0.4397 0.6537 1.9142
H -2.97020 0.15797 -1.05373 -0.7969 0.1427 -0.0528
H -1.64128 0.04852 0.31866 -1.0700 -0.2435 -0.7918
H 3.04180 0.30771 -0.02427 1.5283 -0.2014 -0.8749
```
Positions in Å, forces in eV/Å.



No. 3
A molecular structure, C5H6FNO, computed with ωB97M-V/def2-TZVPD.

The value obtained for the orbital gap is 10.1046 eV. For the highest occupied orbital energy, the calculation gives -0.3673 Eh. The spin multiplicity is 1. The energy above the lowest of the compared OMol25 structures with the same formula, charge and spin is 419.5 kJ/mol. The calculation puts the lowest unoccupied orbital energy at 0.11 eV.

Geometry as XYZ:
```
14
Properties=species:S:1:pos:R:3:forces:R:3
C 0.95166 -0.72031 -0.35425 -2.9463 -1.3866 2.0121
C 0.41601 -0.35338 1.07979 1.5926 0.2759 -0.6717
C -0.64485 0.63395 0.70054 0.5242 0.6636 -0.9759
C 0.01788 0.13686 -1.13370 1.1332 3.3154 -3.9212
C -1.23451 -0.17788 -0.39675 -5.4999 -5.5352 2.1843
H 0.59897 -1.70679 -0.65047 1.1366 -0.7169 0.0575
H 1.36684 0.06186 1.47750 -1.1404 0.1088 0.6566
H -0.03283 -1.13182 1.64627 0.1122 -0.8956 0.5417
H -1.27033 0.90726 1.48897 -0.8198 1.4003 1.1316
H -0.46805 2.28650 -0.65896 -0.5119 -0.3162 -0.5578
H 0.14928 0.16372 -2.27666 -0.3486 -0.0257 1.8004
N 0.09372 1.51167 -0.33861 -0.0704 -2.1542 0.8039
O -2.20361 -1.07821 -0.30487 5.0903 5.0820 -1.5730
F 2.25982 -0.53342 -0.27881 1.7482 0.1844 -1.4883
```
Positions in Å, forces in eV/Å.



No. 4
A single C5H6FNS molecule, computed with ωB97M-V/def2-TZVPD.

Its SMILES is C=CC(/C=N\S)=C\F. The value obtained for the orbital gap is 9.2692 eV. For the highest occupied orbital energy, the calculation gives -0.3255 Eh. The spin multiplicity is 1. The energy above the lowest of the compared OMol25 structures with the same formula, charge and spin is 160.0 kJ/mol. The calculation puts the lowest unoccupied orbital energy at 0.41 eV.

Geometry as XYZ:
```
14
Properties=species:S:1:pos:R:3:forces:R:3
C 0.74513 -1.39814 0.28949 1.0886 -0.2535 0.1067
C -0.41856 -0.51399 0.12868 -0.6114 0.8955 0.5597
C -1.54767 -1.08689 -0.28806 -0.6429 -0.9190 -1.0276
C -0.32955 0.92905 0.53650 0.0145 -0.7675 -0.5406
C -0.94590 1.94255 -0.04412 -0.7768 -1.4546 -0.6000
H 3.81772 -0.03482 -0.64161 -0.4157 0.0658 0.1237
H 0.59058 -2.40071 0.66999 -0.4763 -0.2299 -0.1144
H -1.65297 -2.14479 -0.65175 0.2637 1.1310 0.6637
H 0.32872 1.20545 1.34221 0.4113 -0.4105 0.1699
H -0.70591 2.88353 0.30217 0.1978 2.0234 0.6404
H -1.69939 1.85839 -0.81554 0.2160 -0.1180 -0.1516
N 1.99376 -1.19899 0.10099 -0.0854 1.2853 -0.2771
F -2.71956 -0.42413 -0.48062 0.8557 -0.1939 0.3159
S 2.54359 0.38348 -0.44833 -0.0391 -1.0540 0.1315
```
Positions in Å, forces in eV/Å.



No. 5
2 unconnected molecules or ions with the total composition C5H6FNS, computed with ωB97M-V/def2-TZVPD.

The value obtained for the orbital gap is 8.2967 eV. For the highest occupied orbital energy, the calculation gives -0.3576 Eh. The spin multiplicity is 1. The energy above the lowest of the compared OMol25 structures with the same formula, charge and spin is 467.4 kJ/mol. The calculation puts the lowest unoccupied orbital energy at -1.43 eV.

Geometry as XYZ:
```
14
Properties=species:S:1:pos:R:3:forces:R:3
C -1.01388 -0.80995 -0.40307 0.5598 -0.6860 2.5581
C -0.05437 0.40147 -0.79359 0.5737 -0.9827 0.5765
C -0.34860 1.73382 -0.20719 0.0668 1.3607 1.0083
C 1.38302 0.07267 -0.30849 1.6620 -2.3154 2.1219
C 1.69619 -0.70326 0.81391 0.7146 1.8866 -1.6687
H -3.07452 0.50250 1.51770 0.8468 -1.0032 -3.8414
H -0.83819 -1.31786 0.79814 -0.5733 1.8486 -3.9620
H -0.66371 -1.67195 -1.17949 -1.8172 1.9209 1.7974
H -0.22161 0.39799 -1.89317 0.8068 0.5388 0.5982
H 2.74368 -0.89049 1.15131 -0.6465 0.5373 -1.0627
H 1.07860 -1.06921 1.63017 -0.7675 0.2162 -0.8389
N -0.37411 2.76234 0.34358 -0.1346 -1.9633 -1.1935
F 2.47412 0.54047 -1.05114 -2.0097 -0.4968 0.7443
S -2.78662 0.05147 -0.41866 0.7182 -0.8616 3.1624
```
Positions in Å, forces in eV/Å.



No. 6
A single C5H6I2 molecule, computed with ωB97M-V/def2-TZVPD.

Its SMILES is C[C@@]1(I)CC=C1I. The value obtained for the orbital gap is 9.4861 eV. For the highest occupied orbital energy, the calculation gives -0.3343 Eh. The spin multiplicity is 1. The energy above the lowest of the compared OMol25 structures with the same formula, charge and spin is 146.9 kJ/mol. The calculation puts the lowest unoccupied orbital energy at 0.39 eV.

Geometry as XYZ:
```
13
Properties=species:S:1:pos:R:3:forces:R:3
C -0.36233 -1.44289 -0.78675 0.1247 2.8174 1.4251
C -0.92481 -1.04914 0.33953 1.0330 3.5028 0.4295
C 0.17436 -0.13133 -1.23949 0.3436 1.6376 -4.6391
C -0.17870 0.57888 0.01863 -2.2550 -1.5071 2.0653
C 0.92514 0.86543 1.00786 -1.5951 1.7040 -1.3012
I -1.96202 -1.83597 1.95378 0.2589 0.1789 -0.5421
I -1.60538 2.23389 -0.12342 0.5327 -0.6622 -0.0452
H -0.31588 -2.33183 -1.22395 0.1711 -3.7279 -1.8439
H 1.25192 0.04440 -1.64645 -1.5289 -0.7585 1.0482
H -0.47215 0.29586 -2.16030 1.2708 -0.9824 1.9365
H 0.57424 1.33346 1.87613 -0.9337 0.7335 1.2810
H 1.71571 1.50286 0.68041 0.6814 0.1054 -0.7679
H 1.17990 -0.06362 1.30402 1.8964 -3.0417 0.9536
```
Positions in Å, forces in eV/Å.



No. 7
A molecular structure, C5H6I2N4O4STi, computed with ωB97M-V/def2-TZVPD.

The value obtained for the orbital gap is 8.0485 eV. For the highest occupied orbital energy, the calculation gives -0.3252 Eh. The spin multiplicity is 1. The calculation puts the lowest unoccupied orbital energy at -0.80 eV.

Geometry as XYZ:
```
23
Properties=species:S:1:pos:R:3:forces:R:3
Ti 0.68472 -0.18107 0.34905 -0.4746 -0.1133 -0.2355
O -1.81544 -2.66849 2.09731 -0.0348 0.0736 -0.0186
C -1.24137 -1.73086 1.63376 -0.0167 -0.0617 -0.0237
O -0.07801 -1.77027 0.99102 0.1285 -0.1036 0.1332
C -1.78227 -0.26395 1.67934 0.0216 -0.0751 0.1377
O -2.78126 0.05251 2.25321 -0.0506 0.0248 -0.1251
O -0.98438 0.55349 1.00047 0.1739 -0.0251 0.0548
I 0.36799 2.31890 -1.27893 0.0608 0.1269 -0.0319
C -1.71208 1.96648 -1.41438 -0.1343 0.0798 -0.0840
I -2.17438 0.07249 -2.24277 -0.1012 -0.0248 -0.0258
H -2.15881 2.73092 -2.03658 0.0173 0.0140 -0.0028
H -2.08462 1.96630 -0.39632 0.0128 -0.0141 -0.0263
N 0.53485 -0.85787 -4.82238 -0.0666 0.0454 0.0642
C 1.69999 -1.50914 -4.73799 0.1714 -0.1173 -0.0565
N 2.26876 -1.96460 -5.86267 -0.0399 0.0373 0.0135
N 2.35233 -1.74137 -3.60963 -0.1142 -0.0096 0.0499
C 1.81798 -1.34229 -2.49869 0.0189 0.1145 -0.0734
N 1.37414 -0.97531 -1.49433 0.0795 -0.0323 0.0500
H 0.05710 -0.74272 -5.69793 0.0035 -0.0021 -0.0047
H 0.06708 -0.52901 -3.98864 -0.0037 -0.0084 -0.0158
H 1.87639 -1.80004 -6.77040 0.0042 0.0028 -0.0049
H 3.15625 -2.42846 -5.78334 -0.0020 -0.0073 0.0048
S 2.30254 0.45993 1.42646 0.3463 0.0757 0.2207
```
Positions in Å, forces in eV/Å.



No. 8
A single C5H6IN molecule, computed with ωB97M-V/def2-TZVPD.

Its SMILES is CC1=N[C@H](I)C=C1. The value obtained for the orbital gap is 8.9177 eV. For the highest occupied orbital energy, the calculation gives -0.3416 Eh. The spin multiplicity is 1. The energy above the lowest of the compared OMol25 structures with the same formula, charge and spin is 33.7 kJ/mol. The calculation puts the lowest unoccupied orbital energy at -0.38 eV.

Geometry as XYZ:
```
13
Properties=species:S:1:pos:R:3:forces:R:3
C 0.70185 -0.83479 -0.03341 -1.0935 0.6070 2.4192
C 1.21385 -1.13135 1.16209 0.7501 0.3126 0.6830
C -0.28934 0.24021 0.26041 0.2791 1.3173 -0.5055
C 0.64103 -0.23145 2.20691 0.0668 1.6524 -2.1279
C -0.91238 1.10346 -0.81071 -0.5884 -0.6204 -0.3193
N -0.31837 0.62979 1.47775 0.2053 -1.0232 1.0704
I 2.07585 1.17915 3.06834 0.0839 -0.2768 -0.3258
H 0.86730 -1.30143 -0.94640 0.3576 -0.5959 -1.4516
H 2.00681 -1.78637 1.45392 0.2332 -0.5630 -0.2777
H 0.33085 -0.64811 3.11536 -0.9667 -0.8239 0.9630
H -0.89307 2.16574 -0.49534 0.4008 -0.6431 -0.3362
H -2.01698 0.90241 -0.97748 1.3910 -0.1851 -0.0944
H -0.26722 0.85623 -1.69684 -1.1191 0.8422 0.3029
```
Positions in Å, forces in eV/Å.